# 1
Entry from the OMol25 dataset: a single C3H6O2S molecule at a distorted geometry (the ωB97M-V functional and the def2-TZVPD basis).

```
12
Properties=species:S:1:pos:R:3:forces:R:3
O -2.02841 1.23261 0.35448 -0.5 -0.6 -0.1
C -2.19437 0.30205 -0.40458 -1.0 2.5 -1.5
S -1.22309 -1.10724 -0.47465 0.3 -1.0 -0.4
C 0.05543 -0.61654 0.68055 0.2 0.8 0.9
C 1.43518 -0.24359 -0.03967 -2.4 -2.3 1.6
O 1.11221 0.89551 -0.73359 4.5 2.4 -1.8
H -2.92465 0.46135 -1.31380 0.9 -0.9 1.6
H 0.12589 -1.39328 1.45411 0.3 0.1 -0.4
H -0.44330 0.30174 1.19822 1.4 -1.3 -0.9
H 1.88866 -1.12603 -0.59382 -0.8 1.0 0.1
H 2.10578 -0.01686 0.75100 0.8 0.1 0.9
H 2.09068 1.31027 -0.87825 -3.8 -0.9 0.0
```
Positions in Å, forces in eV/Å.

Calculated values
DFT total energy: -666.5248 a.u.
HOMO level: -9.47 eV
relative energy (zero: lowest compared OMol25 entry of this formula, charge and spin): 1.885 eV
structure (SMILES): O=CSCCO
Kohn-Sham gap: 10.1 eV



# 2
Entry from the OMol25 dataset: a 2-piece molecular cluster, C3H4N2 overall at a distorted geometry (the ωB97M-V functional and the def2-TZVPD basis).

```
9
Properties=species:S:1:pos:R:3:forces:R:3
C 1.18202 0.16828 -0.13954 1.9 -0.7 -0.1
C -2.17359 -0.50467 0.90731 0.3 -0.5 -0.3
C 0.98784 0.54601 -1.35361 -1.4 1.3 -2.5
N 1.20251 -0.47268 0.88555 0.2 -0.3 4.5
N -1.83804 -0.16088 -0.12652 -0.1 0.6 -0.5
H -2.37365 -1.02852 1.79334 -0.3 -0.1 0.8
H 1.34389 -0.00278 1.77719 -0.2 -1.0 0.1
H 1.67667 0.64377 -2.15636 1.1 0.1 -0.8
H -0.00764 0.81147 -1.58736 -1.6 0.5 -1.1
```
Positions in Å, forces in eV/Å.

Calculated values
DFT total energy: -225.9760 a.u.
HOMO level (spin up / spin down): -4.40 / -10.70 eV
relative energy (zero: lowest compared OMol25 entry of this formula, charge and spin): 1.393 eV
spin multiplicity: 3
Kohn-Sham gap (spin up / spin down): 5.5 / 8.7 eV



# 3
Entry from the OMol25 dataset: C18H36MgO10S4 as an isolated structure at a distorted geometry (the ωB97M-V functional and the def2-TZVPD basis).

```
69
Properties=species:S:1:pos:R:3:forces:R:3
Mg 0.78906 -0.08961 0.13124 0.8 0.9 -0.1
O 2.40537 0.08742 1.24978 -0.5 -0.2 -0.5
C 3.00298 1.29025 0.93780 -0.2 0.4 0.5
C 2.47938 2.01255 -0.35009 -0.2 -0.5 -0.2
O 1.13945 1.73942 -0.66782 -0.1 -0.4 0.4
H 4.09801 1.18632 0.83255 0.0 0.1 0.0
H 2.83708 2.01191 1.78066 0.2 -0.1 -0.1
H 3.11986 1.68789 -1.19141 0.1 0.3 0.0
H 2.60888 3.09683 -0.18085 0.3 0.0 -0.2
C -3.52170 2.63541 -1.94407 -0.7 0.1 -0.5
C -2.24159 3.19970 -2.59884 0.5 -0.3 0.1
C -1.15703 2.10078 -2.63777 0.5 0.1 0.0
S -1.90708 0.60831 -2.03922 0.2 1.2 -0.3
O -0.99299 -0.06311 -1.15651 0.0 -1.0 0.2
O -2.49570 -0.11863 -3.13459 -0.2 -0.3 0.1
C -3.13746 1.46541 -1.07577 0.5 -0.4 0.3
H -4.21487 2.31003 -2.72428 0.1 -0.1 0.0
H -4.08396 3.37535 -1.37511 0.2 0.1 0.1
H -1.83227 4.02335 -2.01523 -0.2 0.1 0.0
H -2.42638 3.54205 -3.61317 -0.2 0.2 0.1
H -0.28437 2.27637 -1.98656 -0.1 0.0 0.2
H -0.71796 1.91589 -3.61799 -0.3 -0.1 -0.1
H -2.57648 1.79091 -0.19696 -0.1 0.0 0.1
H -3.89673 0.74838 -0.77255 -0.2 0.2 -0.1
C 0.52855 3.93305 1.98161 0.3 -0.2 -0.4
C 0.44110 3.61927 3.47729 -0.4 0.8 0.1
C 0.14523 2.14196 3.61392 0.3 -0.3 -0.3
S -0.96568 1.77165 2.25654 0.5 0.9 0.4
O -2.33552 1.72391 2.71050 0.0 -0.1 -0.2
O -0.40151 0.64589 1.56238 -1.0 -0.8 0.2
C -0.62574 3.22783 1.27933 -0.8 0.3 -0.1
H 1.44817 3.54260 1.53953 0.0 0.1 0.2
H 0.49162 5.00515 1.79702 0.0 0.0 0.0
H -0.37039 4.23102 3.88892 -0.1 -0.2 0.1
H 1.34049 3.93962 4.00066 0.1 -0.3 0.0
H -0.31110 1.80726 4.54120 0.0 0.1 0.0
H 1.03612 1.55391 3.36739 0.0 -0.1 0.1
H -1.54945 3.81202 1.27331 0.0 0.0 0.1
H -0.37255 2.88973 0.26988 0.3 -0.1 0.1
C -0.36545 -3.24660 3.89063 -0.2 0.3 0.1
C 0.90300 -4.08489 3.65739 -0.3 0.4 0.2
C 1.44271 -3.61652 2.32089 0.1 0.2 -0.5
S 0.00738 -3.26957 1.29144 0.5 -0.4 0.9
O -0.24941 -4.32318 0.34878 0.0 0.0 -0.3
O 0.16546 -1.92189 0.83478 -0.5 0.4 -0.4
C -1.19347 -3.31170 2.61495 -0.2 -0.5 -0.3
H -0.07871 -2.21072 4.09113 0.0 0.0 -0.1
H -0.97263 -3.57320 4.73426 0.2 -0.1 0.0
H 0.65097 -5.14535 3.65621 0.2 0.0 0.0
H 1.62424 -3.85389 4.43863 0.1 -0.3 0.1
H 2.08910 -4.29473 1.76798 0.0 -0.2 0.1
H 1.93974 -2.64501 2.39193 0.0 0.0 0.1
H -1.67438 -4.28412 2.48653 0.0 0.0 0.2
H -1.93977 -2.53596 2.46234 0.2 0.2 0.0
C -0.16323 -3.14460 -3.19659 0.0 -0.1 -0.2
C -0.01452 -2.15180 -4.36387 0.0 0.3 0.2
C 0.93727 -1.03555 -3.90771 0.5 -0.5 0.1
S 1.94853 -1.77263 -2.60403 -0.9 -0.2 -0.1
O 1.55543 -1.21775 -1.33548 0.2 -0.2 -0.1
O 3.32714 -1.75800 -2.95818 0.8 0.0 -0.2
C 1.24791 -3.42264 -2.70034 0.1 0.6 -0.2
H -0.63872 -4.05881 -3.54887 -0.1 0.0 0.2
H -0.77147 -2.69875 -2.40857 0.0 -0.1 0.0
H -0.98307 -1.72751 -4.61889 0.0 0.0 -0.1
H 0.41084 -2.64214 -5.24066 -0.1 -0.1 0.0
H 0.41934 -0.17039 -3.51034 0.1 0.1 0.1
H 1.70535 -0.75794 -4.62693 -0.3 0.2 -0.3
H 1.34977 -3.86423 -1.71340 -0.1 -0.2 0.0
H 1.82779 -3.93797 -3.46672 0.1 -0.2 0.2
```
Positions in Å, forces in eV/Å.

Calculated values
DFT total energy: -3252.7623 a.u.
HOMO level: -6.60 eV
relative energy (zero: lowest compared OMol25 entry of this formula, charge and spin): 0.089 eV
Kohn-Sham gap: 7.0 eV



# 4
Entry from the OMol25 dataset: C23H18BrCsNO2S as an isolated structure at a distorted geometry (the ωB97M-V functional and the def2-TZVPD basis).

```
47
Properties=species:S:1:pos:R:3:forces:R:3
Cs -1.68502 0.23205 -0.84880 1.0 1.4 -1.3
O -3.44626 -0.27187 0.68268 -2.2 -1.1 1.9
N -4.22822 -1.29561 0.98706 -0.1 0.0 0.0
C -5.03212 -1.20199 2.07792 0.2 0.1 -0.2
C -5.85862 -2.21413 2.47770 0.0 -0.1 0.0
C -5.87170 -3.38900 1.71806 0.0 0.0 0.0
C -5.06643 -3.47841 0.61268 0.1 0.1 -0.1
C -4.20456 -2.43016 0.19153 0.0 0.1 0.1
S -3.19973 -2.52376 -1.18029 -0.6 -0.7 0.2
H -4.94851 -0.25528 2.58991 0.0 0.0 0.0
H -6.47493 -2.08235 3.35604 0.0 0.0 0.0
H -6.51110 -4.21897 1.99550 0.0 0.0 0.0
H -5.05205 -4.36855 -0.00042 0.0 0.0 0.0
Br 0.06202 0.33426 -3.52938 0.6 0.2 -0.7
C 1.00426 2.00869 -3.59223 0.0 0.0 0.0
C 1.91390 2.15578 -4.59935 0.0 0.1 0.0
C 2.64662 3.36198 -4.69270 0.0 -0.1 0.0
C 2.44105 4.35700 -3.78231 -0.1 0.0 0.0
C 1.49513 4.20296 -2.73397 0.0 0.0 0.0
C 1.28718 5.23321 -1.78334 0.0 0.0 0.0
C 0.37876 5.05242 -0.77694 -0.1 -0.1 0.0
C -0.35911 3.84342 -0.68284 0.1 0.1 -0.1
C -0.23702 2.78094 -1.56328 0.3 0.4 -0.2
C 0.72998 3.00011 -2.60257 0.0 0.0 0.0
H 2.07079 1.35982 -5.31476 0.0 0.0 0.0
H 3.37027 3.48451 -5.49020 0.0 0.0 0.0
H 3.00261 5.28451 -3.84757 0.0 0.0 0.0
H 1.85790 6.15261 -1.86885 0.0 0.0 0.0
H 0.22561 5.84761 -0.04860 0.0 -0.1 0.0
H -1.06740 3.76984 0.14773 0.0 0.0 0.0
C -0.25223 -1.73751 2.45292 0.0 0.0 0.1
C 0.76644 -1.49929 1.36603 0.1 -0.2 0.3
O 0.43510 -1.00444 0.31788 0.7 -0.3 0.1
C 2.20416 -1.88938 1.59587 -0.3 0.1 0.0
C 3.12421 -1.64276 0.58326 0.1 0.0 -0.1
C 4.45725 -1.98081 0.75616 -0.1 0.0 0.0
C 4.87645 -2.56704 1.94522 0.0 0.0 0.0
C 3.96207 -2.81330 2.95849 -0.1 0.0 0.0
C 2.62652 -2.47296 2.78179 0.1 -0.1 0.2
H -1.22787 -1.40664 2.09985 0.0 0.0 0.0
H 0.02034 -1.18848 3.35796 0.0 0.0 0.0
H -0.29788 -2.79971 2.70544 0.0 0.0 0.0
H 2.77134 -1.17942 -0.33026 0.0 0.0 0.0
H 5.17003 -1.78402 -0.03439 0.0 0.0 0.0
H 5.91829 -2.83003 2.08291 0.0 0.0 0.0
H 4.28587 -3.26858 3.88594 0.0 0.0 0.0
H 1.91662 -2.66728 3.57650 0.0 0.0 0.0
```
Positions in Å, forces in eV/Å.

Calculated values
DFT total energy: -4084.7857 a.u.
HOMO level: -3.31 eV
relative energy (zero: lowest compared OMol25 entry of this formula, charge and spin): 1.395 eV
charge: -1
Kohn-Sham gap: 5.4 eV



# 5
Entry from the OMol25 dataset: C29H25CdIN6O6 as an isolated structure at a distorted geometry (the ωB97M-V functional and the def2-TZVPD basis).

```
68
Properties=species:S:1:pos:R:3:forces:R:3
Cd 1.03969 -0.60051 -0.69877 0.1 -0.5 -1.2
C -3.72603 -1.15224 -2.75264 0.0 -0.5 -0.1
C -3.59085 -1.00645 -1.26899 0.3 0.1 0.4
N -4.66457 -0.85931 -0.53089 0.6 0.6 -1.3
C -4.49341 -0.65287 0.77416 -0.4 0.2 1.3
C -3.32244 -0.91742 1.44521 -1.7 0.0 0.5
C -3.41232 -1.06025 2.91769 -1.0 0.9 1.1
O -3.48089 -2.42188 3.29361 0.6 -0.8 0.6
C -2.16426 -1.23237 0.75700 0.5 0.0 -2.3
C -1.10045 -1.95089 1.38138 0.0 -0.1 -0.5
N 0.11081 -2.12428 0.91713 -0.4 0.6 1.4
C 0.94974 -2.88870 1.78104 -0.1 -1.3 -2.3
C 0.89175 -2.87434 3.17908 -0.2 1.2 -0.4
C 1.75997 -3.64872 3.92055 -0.1 -0.5 0.0
C 2.63915 -4.48960 3.26416 0.3 -0.6 0.0
C 2.63242 -4.57884 1.86365 0.7 0.0 0.3
C 1.79704 -3.82944 1.07227 -0.8 1.0 1.6
I 1.67531 -4.26981 -0.99609 0.0 0.6 0.7
C -2.24105 -1.02587 -0.68822 0.9 0.1 0.2
O -1.22654 -0.89948 -1.45467 -0.3 -0.6 0.7
H -4.70827 -0.74237 -3.04590 0.6 -0.3 -0.1
H -2.87342 -0.69087 -3.27987 -0.5 0.0 0.2
H -3.67405 -2.24073 -2.98491 -0.2 0.6 -0.1
H -5.37803 -0.27160 1.30597 0.4 -0.4 0.0
H -2.53188 -0.61845 3.43302 -0.5 -0.4 -0.2
H -4.33926 -0.54556 3.31288 1.0 -0.2 -0.5
H -4.33383 -2.83915 3.12140 0.1 0.5 -0.3
H -1.43131 -2.51800 2.26887 0.4 0.4 -0.2
H 0.19030 -2.19439 3.70965 0.5 -0.5 -0.6
H 1.65149 -3.63463 4.99861 0.3 0.0 0.0
H 3.30521 -5.16644 3.81903 -0.3 0.5 -0.2
H 3.35259 -5.19903 1.36612 0.1 -0.5 0.0
N 3.24514 -0.72123 0.28115 0.1 1.5 0.3
C 4.43185 -1.04946 -0.54079 0.6 -0.4 -0.4
C 4.69081 0.00703 -1.63054 0.4 0.5 0.6
C 3.66085 0.06497 -2.75535 -1.4 0.4 -1.1
O 3.87084 0.76720 -3.76629 0.1 -0.8 1.4
O 2.57172 -0.60985 -2.55567 0.3 0.1 0.3
H 3.41230 0.20964 0.72946 -0.2 -1.1 -0.4
H 3.11705 -1.38234 1.02715 0.2 -0.4 0.4
H 4.29505 -2.04709 -0.98530 -0.3 0.4 0.0
H 5.34065 -1.15211 0.08876 -0.5 0.3 -0.1
H 5.69079 -0.14736 -2.09098 -0.6 0.2 0.4
H 4.68411 1.02197 -1.12662 0.2 -0.9 -0.6
O -1.92044 6.62735 -1.38872 0.7 -2.3 -2.2
N -1.65304 5.61548 -2.11643 -2.4 3.9 -0.5
O -2.01025 5.52997 -3.31868 0.5 0.7 3.0
C -1.00555 4.54103 -1.46986 0.7 -0.9 1.2
C -0.77808 4.62465 -0.11662 -0.7 1.3 -1.2
C -0.30525 3.52252 0.60170 0.5 -1.3 0.3
C -0.13965 3.52738 2.00088 -0.8 0.3 0.0
C 0.16155 2.35717 2.67330 0.4 1.0 0.1
C 0.40720 1.23563 1.91784 0.1 -0.3 -1.4
N 0.36011 1.23963 0.57646 0.1 -0.7 1.0
C -0.02897 2.32031 -0.08774 0.0 0.1 -0.7
C -0.12178 2.24670 -1.56777 -0.6 1.7 0.1
N 0.31805 1.17193 -2.20186 0.8 0.4 -0.9
C 0.39645 1.18865 -3.54913 -0.3 -0.7 1.3
C -0.11856 2.21721 -4.31232 -0.6 1.9 0.6
C -0.61461 3.37226 -3.68490 0.1 -0.4 -0.1
C -0.62925 3.40897 -2.25757 0.7 -1.3 -0.6
H -0.99240 5.55298 0.41321 -0.1 -0.3 -0.3
H -0.41041 4.45239 2.52455 0.4 -0.4 0.0
H 0.32338 2.32263 3.74111 -0.3 0.1 0.0
H 0.64507 0.28713 2.37698 0.1 -0.1 0.0
H 0.89040 0.33451 -3.98442 0.0 -0.1 0.0
H -0.11330 2.22085 -5.38880 0.2 -0.3 -0.1
H -0.97445 4.26577 -4.25771 0.6 -1.6 0.6
```
Positions in Å, forces in eV/Å.

Calculated values
DFT total energy: -2365.4379 a.u.
HOMO level: -7.36 eV
relative energy (zero: lowest compared OMol25 entry of this formula, charge and spin): 0.132 eV
Kohn-Sham gap: 5.3 eV



# 6
Entry from the OMol25 dataset: a 2-piece molecular cluster, CH7NS overall (the ωB97M-V functional and the def2-TZVPD basis).

```
10
Properties=species:S:1:pos:R:3:forces:R:3
C -0.84150 -1.82683 1.14266 -0.2 0.0 0.0
N -1.17917 -0.40861 1.01829 0.0 -0.1 0.0
H -1.19227 -2.35377 0.25536 0.1 0.0 0.0
H 0.23826 -1.93783 1.19449 0.1 0.0 0.0
H -1.29295 -2.31722 2.00996 0.1 0.0 0.1
H -2.18337 -0.29693 0.96846 0.0 0.1 0.0
H -0.85715 0.10451 1.82928 0.0 0.0 0.0
S 1.05233 1.21940 -1.08083 0.0 0.1 0.0
H 1.51107 0.37606 -2.00959 0.0 -0.1 0.0
H 0.17623 0.33850 -0.55984 0.0 0.0 0.0
```
Positions in Å, forces in eV/Å.

Calculated values
DFT total energy: -495.2181 a.u.
HOMO level: -9.23 eV
relative energy (zero: lowest compared OMol25 entry of this formula, charge and spin): 0.245 eV
structure (SMILES): CN.S
Kohn-Sham gap: 10.2 eV